Entry 1:
{"formula": "C2H5NOS", "method": "ωB97M-V/def2-TZVPD", "symbols": ["C", "C", "H", "H", "H", "H", "H", "N", "O", "S"], "xyz": [[-0.5615, 1.2166, 0.0686], [-0.4635, -0.2399, 0.1419], [-1.4697, 1.2119, -0.6629], [-0.6345, 1.6833, 1.2932], [0.5045, 1.3469, -0.3301], [1.5429, 0.4817, -0.6590], [0.6353, -2.3249, -0.2873], [0.8902, -0.4290, 0.2064], [1.4455, -1.6588, 0.1375], [-1.8893, -1.2877, 0.0918]], "gap_ev": 7.98, "charge": 0, "homo_ev": -8.98, "largest_force_ha_per_bohr": 0.103, "lumo_ev": -1.0008}

---

Entry 2:
{"formula": "C2H5NOS2", "method": "ωB97M-V/def2-TZVPD", "symbols": ["C", "C", "N", "O", "S", "S", "H", "H", "H", "H", "H"], "xyz": [[-0.7495, -0.9641, -0.5351], [-1.2832, 0.4073, -0.2361], [-0.2536, 1.2937, 0.0284], [-0.5977, 2.6175, 0.2481], [1.9981, 1.4737, 0.0021], [-2.7807, 0.9155, -0.2433], [-0.1805, -1.0860, -1.5566], [-1.6509, -1.6952, -0.4203], [0.1112, -1.2075, 0.1810], [2.3273, 1.0737, 1.2240], [0.1697, 3.0322, 0.5649]], "gap_ev": [6.59, 5.96], "charge": 0, "homo_ev": [-8.72, -8.49], "largest_force_ha_per_bohr": 0.076, "lumo_ev": [-2.1296, -2.5302]}

---

Entry 3:
{"formula": "C2H5NOS2", "method": "ωB97M-V/def2-TZVPD", "symbols": ["C", "C", "N", "O", "S", "S", "H", "H", "H", "H", "H"], "xyz": [[0.3752, 0.8206, 0.0340], [1.5516, 0.1432, 0.4823], [-1.4256, -0.5718, -0.7424], [0.0674, 1.9713, -0.0520], [-1.1411, -2.0216, 0.0862], [-2.7682, 0.3082, -0.3012], [1.7200, 0.7883, 1.4752], [1.3594, -0.8905, 0.6798], [2.4592, 0.4054, -0.0885], [0.0586, -2.3032, -0.3846], [-2.2564, 1.3501, -1.1887]], "gap_ev": [7.00, 7.77], "charge": 0, "homo_ev": [-7.14, -7.57], "largest_force_ha_per_bohr": 0.073, "lumo_ev": [-0.1439, 0.2043]}

---

Entry 4:
{"formula": "C2H5NOSn", "method": "ωB97M-V/def2-TZVPD", "symbols": ["Sn", "O", "C", "N", "C", "H", "H", "H", "H", "H"], "xyz": [[2.6564, 4.1706, -1.1997], [0.3221, 0.5673, -1.1940], [-0.2159, -0.0812, -0.3511], [-1.4383, -0.3818, -0.5011], [0.4761, -0.7389, 0.8452], [-1.9492, -0.6764, 0.3189], [-1.9699, -0.1193, -1.3187], [0.9584, 0.0222, 1.4585], [1.2898, -1.3632, 0.4759], [-0.1294, -1.3992, 1.4661]], "gap_ev": 3.57, "charge": 2, "homo_ev": -16.65, "largest_force_ha_per_bohr": 0.099, "lumo_ev": -13.0793}

---

Entry 5:
{"formula": "C2H5NP2", "method": "ωB97M-V/def2-TZVPD", "symbols": ["C", "C", "P", "P", "N", "H", "H", "H", "H", "H"], "xyz": [[2.6224, 0.3458, 0.0292], [1.2118, 0.4567, -0.2891], [-0.2160, 0.2240, 0.4425], [-2.2360, 0.7538, 0.0505], [-2.9767, -0.8943, -0.1924], [2.9250, 1.3195, 0.2323], [2.7920, -0.0291, 1.0649], [3.0201, -0.1892, -0.7549], [-3.4226, -1.0453, -1.1026], [-3.7200, -0.9419, 0.5196]], "gap_ev": [6.93, 6.47], "charge": 0, "homo_ev": [-7.73, -7.62], "largest_force_ha_per_bohr": 0.061, "smiles": "CC#P=PN", "lumo_ev": [-0.8065, -1.1441]}

---

Entry 6:
{"formula": "C2H5NP2", "method": "ωB97M-V/def2-TZVPD", "symbols": ["C", "P", "N", "C", "P", "H", "H", "H", "H", "H"], "xyz": [[-1.6558, 1.6288, -0.5074], [-0.8155, 0.4517, -1.3268], [0.2120, -0.6134, -0.3939], [0.5644, -1.0492, 0.9247], [1.5492, -1.8700, -0.4329], [-1.3365, 1.8320, 0.4721], [-2.1952, 2.4016, -1.0099], [1.3017, -0.3216, 1.3109], [-0.2805, -1.6272, 1.4944], [2.6562, -0.8327, -0.5311]], "gap_ev": 8.87, "charge": 0, "homo_ev": -8.45, "largest_force_ha_per_bohr": 0.051, "smiles": "C=PN1CP1", "lumo_ev": 0.4159}

---

Entry 7:
{"formula": "C2H5NS", "method": "ωB97M-V/def2-TZVPD", "symbols": ["C", "N", "S", "C", "H", "H", "H", "H", "H"], "xyz": [[0.5611, 1.9495, 0.0074], [0.0675, 0.7435, -0.0636], [-0.1557, -0.3397, 1.1457], [-0.5276, -1.6382, -0.0402], [0.6349, 2.5608, -0.9103], [1.0089, 2.2691, 0.9305], [-1.0973, -1.1504, -0.7865], [-0.8391, -2.5577, 0.3477], [0.3473, -1.8368, -0.6308]], "gap_ev": 9.43, "charge": 0, "homo_ev": -8.45, "largest_force_ha_per_bohr": 0.071, "smiles": "C=NSC", "lumo_ev": 0.9806}

---

Entry 8:
{"formula": "C2H5NS", "method": "ωB97M-V/def2-TZVPD", "symbols": ["C", "N", "S", "C", "H", "H", "H", "H", "H"], "xyz": [[-1.8115, 0.6764, 0.8922], [-0.9272, -0.1397, 0.4107], [0.4723, 0.3677, -0.2988], [1.5276, -1.1088, -0.5828], [-1.7726, 1.7780, 0.8415], [-2.9278, 0.2296, 1.1141], [1.9776, -1.4943, 0.4297], [1.0014, -2.0428, -0.9793], [2.3587, -0.7817, -1.3562]], "gap_ev": 9.49, "charge": 0, "homo_ev": -8.53, "largest_force_ha_per_bohr": 0.063, "smiles": "C=NSC", "lumo_ev": 0.9651}

---

Entry 9:
{"formula": "C2H5NS", "method": "ωB97M-V/def2-TZVPD", "symbols": ["C", "C", "N", "S", "H", "H", "H", "H", "H"], "xyz": [[-0.5318, -0.2339, -1.3706], [0.1238, -1.3020, -1.1195], [0.4539, 1.1217, 1.8750], [1.6784, 0.7386, 0.8133], [-1.6242, -0.2924, -1.6346], [-0.1988, 0.7823, -1.5069], [0.2705, -2.3365, -0.8512], [0.2804, 0.2749, 2.4338], [-0.4521, 1.2473, 1.3605]], "gap_ev": [7.44, 8.97], "charge": 0, "homo_ev": [-8.33, -8.72], "largest_force_ha_per_bohr": 0.054, "lumo_ev": [-0.8859, 0.2420]}

---

Entry 10:
{"formula": "C2H5NS", "method": "ωB97M-V/def2-TZVPD", "symbols": ["C", "C", "N", "S", "H", "H", "H", "H", "H"], "xyz": [[-0.5952, -0.3670, -0.0590], [-0.0010, 1.1160, -0.2387], [0.7201, -1.0271, -0.2064], [1.6387, 0.3691, 0.2902], [-1.0172, -0.6424, 0.9291], [-1.0291, -0.5277, -1.0231], [0.0488, 1.3833, -1.3093], [-0.4826, 1.9011, 0.3913], [0.7176, -2.2053, 1.2259]], "gap_ev": [8.08, 8.04], "charge": 0, "homo_ev": [-8.31, -8.40], "largest_force_ha_per_bohr": 0.058, "lumo_ev": [-0.2337, -0.3613]}